Entry 1:
The following is a DFT calculation (ωB97M-V/def2-TZVPD) of a structure of composition C41H35As2BrN4O4S2W.

Each line ends with the Löwdin charge.
CARTESIAN COORDINATES (ANGSTROEM)
W -0.2759 -1.0272 -0.2976  1.36
C 0.2731 2.5112 1.3674  -0.36
C 0.1535 2.8691 -0.1109  -0.36
As -0.4301 1.4306 -1.2890  1.25
C 1.1544 0.5534 -2.0010  -0.41
C 2.4304 1.1200 -1.8148  -0.11
C 3.5647 0.4621 -2.2187  -0.04
C 3.4814 -0.8129 -2.7949  -0.03
C 2.2515 -1.3811 -3.0075  -0.06
C 1.0771 -0.7025 -2.6369  -0.19
C -1.1302 2.4461 -2.7707  -0.40
C -2.3252 3.1385 -2.5907  -0.10
C -2.7827 3.9738 -3.5982  -0.05
C -2.0499 4.1163 -4.7686  -0.06
C -0.8635 3.4196 -4.9437  -0.07
C -0.3968 2.5742 -3.9463  -0.11
As -0.3365 0.6901 1.8010  1.29
C 0.6329 0.1629 3.3870  -0.37
C 1.6792 0.9312 3.8892  -0.11
C 2.3183 0.5508 5.0598  -0.06
C 1.9077 -0.5888 5.7352  -0.06
C 0.8462 -1.3385 5.2494  -0.05
C 0.2001 -0.9659 4.0794  -0.09
C -2.0928 1.1362 2.4622  -0.36
C -3.1729 1.2550 1.5935  -0.12
C -4.3890 1.7194 2.0735  -0.06
C -4.5255 2.0627 3.4105  -0.05
C -3.4438 1.9497 4.2724  -0.05
C -2.2227 1.4906 3.8012  -0.08
H 1.2816 2.6703 1.7359  0.05
H -0.3839 3.1460 1.9595  0.09
H 1.0763 3.2736 -0.5264  0.07
H -0.6024 3.6388 -0.2676  0.08
H 2.5299 2.1028 -1.3754  0.10
H 4.5310 0.9335 -2.0940  0.13
H 4.3821 -1.3221 -3.1120  0.12
H 2.1684 -2.3384 -3.5072  0.12
H 0.1567 -1.1287 -2.9838  0.05
H -2.8958 3.0322 -1.6743  0.11
H -3.7084 4.5178 -3.4672  0.12
H -2.4064 4.7759 -5.5484  0.12
H -0.2945 3.5346 -5.8565  0.12
H 0.5372 2.0425 -4.0804  0.11
H 1.9999 1.8346 3.3912  0.09
H 3.1271 1.1549 5.4496  0.11
H 2.4024 -0.8811 6.6519  0.11
H 0.5037 -2.2109 5.7899  0.12
H -0.6490 -1.5360 3.7335  0.07
H -3.0806 0.9657 0.5554  0.07
H -5.2353 1.8007 1.4040  0.11
H -5.4781 2.4147 3.7830  0.12
H -3.5495 2.2145 5.3157  0.12
H -1.3857 1.3947 4.4810  0.11
N 3.3263 -2.9477 0.7197  0.23
C 3.8352 -1.7425 1.1794  -0.15
C 5.0382 -1.4334 1.8013  0.02
C 5.2653 -0.1005 2.0707  -0.05
C 4.3239 0.8800 1.7272  -0.05
C 3.1290 0.5547 1.1213  -0.06
C 2.8787 -0.7821 0.8486  -0.19
N 1.8058 -1.4217 0.2066  0.02
C 2.1492 -2.7060 0.1431  -0.25
C 1.2936 -3.6474 -0.5379  -0.30
C 1.4290 -4.9789 -0.7429  -0.27
S 0.1111 -5.5576 -1.6507  1.17
C -0.5484 -4.0016 -1.6951  -0.41
N 0.1560 -3.0849 -1.0827  -0.09
H 3.7677 -3.8495 0.8024  0.19
H 5.7637 -2.1947 2.0536  0.13
H 6.1888 0.1940 2.5497  0.12
H 4.5437 1.9168 1.9476  0.12
H 2.4167 1.3153 0.8529  0.07
H 2.2149 -5.6388 -0.4125  0.10
H -1.4872 -3.8102 -2.1832  0.08
O -2.4256 -2.2965 2.6887  -0.22
S -1.9214 -2.4903 1.3753  0.38
O -2.2555 -3.7025 0.6762  -0.27
O -0.3716 -2.2938 1.3363  -0.48
O -2.1937 -1.2671 0.4759  -0.54
Br -2.9737 0.4178 -5.7305  0.86
C -3.0346 -0.6278 -4.1726  -0.64
C -4.1108 -1.4556 -3.9079  -0.06
C -4.0577 -2.1915 -2.7402  0.00
C -2.9814 -2.0620 -1.8826  -0.13
N -1.9310 -1.2495 -2.1235  -0.03
C -1.9823 -0.5619 -3.2806  -0.21
H -4.9458 -1.5252 -4.5916  0.13
H -4.8537 -2.8735 -2.4754  0.13
H -2.9604 -2.6482 -0.9821  0.08
H -1.1616 0.0871 -3.5340  0.05

Values from the calculation:
Frontier orbital gap (spin up / spin down) (eV): 6.878 / 6.877
LUMO energy (spin up / spin down) (Ha): -0.2263 / -0.2263
Charge: +2



Entry 2:
The following is a DFT calculation (ωB97M-V/def2-TZVPD) of the ion C4H10N3O with charge +1.

Each line ends with the Löwdin charge.
CARTESIAN COORDINATES (ANGSTROEM)
C 2.2393 -1.2605 -0.1096  0.06
N 1.1100 -0.3888 0.0549  -0.08
C 1.0494 1.0367 0.1260  -0.06
C -0.4439 1.4095 -0.0891  -0.03
N -1.1176 0.0840 -0.1326  -0.05
C -2.5194 -0.0819 -0.0035  0.03
N -0.1313 -0.7608 0.0863  -0.04
O -0.4356 -2.2412 0.0820  -0.03
H 2.9789 -0.5330 -0.3586  0.10
H 2.4516 -1.8401 0.9081  0.17
H 1.9100 -1.9242 -0.7995  0.06
H 1.5586 1.6257 -0.7036  0.16
H 1.4992 1.4951 1.0247  0.15
H -0.6971 2.0688 0.7015  0.13
H -0.8240 1.8699 -0.9173  0.11
H -2.7552 0.0398 0.9694  0.08
H -3.1918 0.5090 -0.7116  0.16
H -2.6811 -1.1080 -0.1273  0.08

Values from the calculation:
Frontier orbital gap (eV): 9.510
Energy above the lowest of the compared OMol25 structures with the same formula, charge and spin (kJ/mol): 624.1
LUMO energy (Ha): -0.1919
Charge: +1



Entry 3:
The following is a DFT calculation (ωB97M-V/def2-TZVPD) of the ion C5H8ClO3S with charge -1.

Each line ends with the Löwdin charge.
CARTESIAN COORDINATES (ANGSTROEM)
C -0.0545 0.0894 -1.8140  -0.07
C -0.8593 -0.7743 -0.8361  -0.11
C -0.2430 0.3698 -0.3195  -0.42
C 0.9779 0.3322 0.5442  -0.21
C 0.5927 0.3817 2.0000  -0.55
O 0.3392 3.8044 0.5348  -0.53
O 0.9287 2.4452 -1.5008  -0.54
O -1.1234 1.7731 -0.1837  -0.37
S -0.1128 3.1328 -0.6972  0.65
Cl -0.2258 -1.0502 2.7306  0.50
H 0.7765 -0.3773 -2.3057  0.10
H -0.5311 0.8487 -2.3266  0.06
H -1.8600 -0.6701 -0.9836  0.07
H -0.5671 -1.7308 -0.4911  0.10
H 1.5247 -0.5121 0.2634  0.10
H 1.5513 1.2098 0.3312  0.10
H -0.1706 1.0984 2.0576  0.04
H 1.4773 0.6873 2.5633  0.08

Values from the calculation:
Frontier orbital gap (eV): 7.147
Energy above the lowest of the compared OMol25 structures with the same formula, charge and spin (kJ/mol): 120.2
LUMO energy (Ha): 0.1204
Charge: -1



Number 1: E -272438.931 eV. Number 2: E -10814.935 eV. Number 3: E -34814.129 eV.